1.
This record from the OMol25 dataset describes the molecule CH5NOSi in a non-equilibrium geometry. The level of theory is the ωB97M-V functional and the def2-TZVPD basis.

Geometry as XYZ:
```
9
CH5NOSi (the ωB97M-V functional and the def2-TZVPD basis)
N 1.4349 -0.5692 0.1349
C 0.3112 -0.3888 0.8526
O 0.0067 -1.0256 1.8823
Si -1.1758 0.4912 -0.4365
H 2.1559 -1.0653 0.5184
H 1.6229 0.0496 -0.6346
H -2.6069 0.9874 -0.0032
H -0.6172 1.8201 -0.7223
H -1.1317 -0.2993 -1.5915
```

Calculated values
Highest occupied orbital energy (eV): -9.2113
ΔE to the lowest compared entry with this formula, charge and spin (eV): 0.565
Structure (SMILES): NC(=O)[SiH3]
Maximum force (eV Å⁻¹): 4.07
HOMO-LUMO gap (eV): 9.9
Total charge: 0

***

2.
This record from the OMol25 dataset describes a 2-piece molecular cluster, CH5NSi2 overall in a non-equilibrium geometry. The level of theory is the ωB97M-V functional and the def2-TZVPD basis.

Geometry as XYZ:
```
9
CH5NSi2 (the ωB97M-V functional and the def2-TZVPD basis)
C 2.5762 -0.1102 0.0567
N 2.5498 -1.2109 -0.2904
Si -2.0657 -0.6069 0.1004
Si 2.3760 1.6838 0.6433
H -2.1145 0.8698 -0.4209
H -1.9812 -1.3409 -1.1051
H -2.8399 -0.5637 1.3031
H 2.2072 1.9085 -0.8780
H -0.7078 -0.6294 0.5908
```

Calculated values
Highest occupied orbital energy (eV): -10.0137
ΔE to the lowest compared entry with this formula, charge and spin (eV): 2.267
Maximum force (eV Å⁻¹): 3.66
HOMO-LUMO gap (eV): 8.2
Total charge: 0

***

3.
This record from the OMol25 dataset describes a 2-piece molecular cluster, CH5O2 overall in a non-equilibrium geometry. The level of theory is the ωB97M-V functional and the def2-TZVPD basis.

Geometry as XYZ:
```
8
CH5O2 (the ωB97M-V functional and the def2-TZVPD basis)
C -0.8359 0.6530 0.3105
O -0.3598 0.0572 -0.8217
H -0.3279 1.7117 0.3529
H -2.0357 0.8420 0.2795
H -0.6093 0.0430 1.1738
H 1.6334 -1.7936 0.0577
H 0.6612 -0.3984 -0.6853
O 1.8742 -1.1150 -0.6675
```

Calculated values
Highest occupied orbital energy (spin up / spin down) (eV): -9.9283 / -9.6560
ΔE to the lowest compared entry with this formula, charge and spin (eV): 1.880
Multiplicity: 2
Maximum force (eV Å⁻¹): 3.25
HOMO-LUMO gap (spin up / spin down) (eV): 10.5 / 6.0
Total charge: 0

***

4.
This record from the OMol25 dataset describes CH5O3Tm as an isolated structure in a non-equilibrium geometry. The level of theory is the ωB97M-V functional and the def2-TZVPD basis.

Geometry as XYZ:
```
10
CH5O3Tm (the ωB97M-V functional and the def2-TZVPD basis)
O 0.7887 -1.2490 -0.0643
Tm 0.8826 1.1271 -0.1741
H 1.5798 -1.7810 0.0584
O -1.1818 1.1036 0.6167
O -1.9574 1.4556 -0.5513
H -2.3903 0.6252 -0.7817
C -0.4318 -2.0443 0.0878
H -0.2086 -3.1179 0.0334
H -1.1147 -1.8186 -0.7415
H -0.7936 -1.8509 1.1035
```

Calculated values
Highest occupied orbital energy (spin up / spin down) (eV): -11.4087 / -13.6870
Multiplicity: 4
Maximum force (eV Å⁻¹): 3.47
HOMO-LUMO gap (spin up / spin down) (eV): 7.0 / 8.3
Total charge: +1

***

- maximum force of number 1 (CH5NOSi)?
  4.07 eV Å⁻¹

***

Copy entry 3 word for word.
This record from the OMol25 dataset describes a 2-piece molecular cluster, CH5O2 overall in a non-equilibrium geometry. The level of theory is the ωB97M-V functional and the def2-TZVPD basis.

Geometry as XYZ:
```
8
CH5O2 (the ωB97M-V functional and the def2-TZVPD basis)
C -0.8359 0.6530 0.3105
O -0.3598 0.0572 -0.8217
H -0.3279 1.7117 0.3529
H -2.0357 0.8420 0.2795
H -0.6093 0.0430 1.1738
H 1.6334 -1.7936 0.0577
H 0.6612 -0.3984 -0.6853
O 1.8742 -1.1150 -0.6675
```

Calculated values
Highest occupied orbital energy (spin up / spin down) (eV): -9.9283 / -9.6560
ΔE to the lowest compared entry with this formula, charge and spin (eV): 1.880
Multiplicity: 2
Maximum force (eV Å⁻¹): 3.25
HOMO-LUMO gap (spin up / spin down) (eV): 10.5 / 6.0
Total charge: 0

***

- total charge of number 2 (CH5NSi2)?
  0